[1]
Molecular formula: C40H31Br2Cl4N2O4PdTe
Method: DFT, the ωB97M-V functional and the def2-TZVPD basis

Computed properties:
**HOMO energy (spin up / spin down)**: -2.34 / -2.37 eV
**Multiplicity**: 4
**Gap between HOMO and LUMO (spin up / spin down)**: 6.054 / 5.766 eV
**ΔE to the lowest compared entry with this formula, charge and spin**: 6.4 kcal per mole
**Charge**: -2

Each line ends with the Löwdin charge.
CARTESIAN COORDINATES (ANGSTROEM)
Pd1 -0.0534 0.8756 -2.4358  0.740
Br1 0.9314 3.5966 -6.9952  0.745
C1 0.6372 4.2916 -5.3067  -0.674
C2 0.6686 5.6414 -5.1469  -0.213
C3 0.3624 6.1597 -3.8997  -0.642
Br2 0.7374 7.9569 -3.3539  0.672
C4 0.0917 5.3124 -2.8015  -0.225
C5 -0.2631 5.7299 -1.5092  -0.062
C6 -0.3517 4.7963 -0.4432  -0.032
C7 -0.1083 3.4528 -0.6901  -0.138
N1 0.0988 3.0217 -1.9110  0.034
C8 0.2019 3.8657 -2.9397  -0.122
C9 0.4672 3.2724 -4.2796  -0.453
O1 0.5231 2.0585 -4.4657  -0.098
H1 0.9510 6.2532 -6.0218  0.099
H2 -0.3865 6.7469 -1.2351  0.046
H3 -0.5320 5.1914 0.5684  0.107
H4 -0.1800 2.7019 0.0734  0.095
Cl1 4.8831 -5.1094 -2.8321  0.622
C10 3.5886 -3.9922 -3.0767  -0.738
C11 2.2880 -4.4505 -3.2848  -0.691
Cl2 2.0758 -6.1754 -3.5674  0.591
C12 1.1731 -3.6097 -3.1789  -0.608
Cl3 -0.4094 -4.2939 -3.2175  0.665
C13 1.3445 -2.1972 -2.8828  -0.380
O2 0.4020 -1.4068 -2.6827  -0.108
C14 2.7474 -1.6776 -2.8054  -0.386
O3 3.0212 -0.4874 -2.5746  -0.019
C15 3.8388 -2.6432 -2.9029  -0.563
Cl4 5.4585 -1.9869 -2.5693  0.620
C16 -0.3947 -7.0184 4.7657  -0.064
C17 -0.3997 -5.8243 3.8216  -0.269
C18 0.6533 -4.9180 3.8550  -0.029
C19 0.7406 -3.8347 2.9711  -0.271
C20 1.9527 -2.8961 2.9984  -0.049
C21 -0.3219 -3.5973 2.0879  -0.446
Te1 -0.4823 -1.9684 0.7505  1.531
N2 -1.6406 0.4468 -0.9784  0.050
C22 -2.4055 1.3251 -0.3717  -0.689
O4 -2.3755 1.5886 0.8391  -0.059
C23 -3.1575 2.2182 -1.3360  -0.160
C24 -3.1345 2.0354 -2.7404  -0.060
C25 -3.5891 3.0361 -3.5435  -0.096
C26 -3.9873 4.2962 -3.0283  -0.090
C27 -4.0555 4.4508 -1.6413  -0.110
C28 -3.6572 3.4107 -0.8250  -0.061
C29 0.4451 -0.4378 1.8831  -0.424
C30 1.5346 0.2651 1.3572  -0.317
C31 2.2543 -0.1680 0.1342  -0.097
C32 1.9079 1.4119 2.0347  -0.025
C33 1.4119 1.7146 3.2878  -0.278
C34 1.9563 2.8823 4.0564  -0.065
C35 0.4389 0.9164 3.8865  -0.016
C36 -0.1393 -0.1176 3.1207  -0.306
C37 -1.4004 -0.7736 3.6158  -0.079
C38 -1.3830 -4.5084 2.0461  -0.324
C39 -2.5548 -4.2654 1.0895  -0.116
C40 -1.4092 -5.5885 2.9015  -0.039
H5 -1.1419 -6.9062 5.5571  0.071
H6 0.5706 -7.2047 5.2424  0.067
H7 -0.6218 -7.9470 4.2615  0.062
H8 1.4971 -5.0261 4.5161  0.103
H9 2.8235 -3.4359 3.3974  0.075
H10 1.8134 -2.0438 3.6763  0.082
H11 2.1597 -2.5132 2.0134  0.040
H12 -2.7459 1.1224 -3.1414  0.088
H13 -3.5094 2.9609 -4.6023  0.088
H14 -4.2949 5.0915 -3.6787  0.081
H15 -4.3007 5.4390 -1.2496  0.092
H16 -3.5983 3.4825 0.2923  0.122
H17 2.3836 -1.2573 0.1317  0.054
H18 3.2793 0.2779 0.0042  0.105
H19 1.6645 0.1010 -0.7506  0.038
H20 2.7170 1.9751 1.5710  0.120
H21 3.0118 3.1209 3.8733  0.076
H22 1.8610 2.6394 5.1047  0.061
H23 1.3526 3.7639 3.8686  0.074
H24 -0.0687 1.2293 4.7756  0.101
H25 -1.6315 -0.4585 4.6270  0.067
H26 -1.2934 -1.8946 3.5757  0.065
H27 -2.2109 -0.5341 2.9295  0.068
H28 -3.1023 -3.3498 1.3295  0.062
H29 -3.2417 -5.1281 1.1622  0.073
H30 -2.1851 -4.1882 0.0678  0.044
H31 -2.2026 -6.2930 2.7753  0.101


[2]
Molecular formula: C40H31ClINO26
Method: DFT, the ωB97M-V functional and the def2-TZVPD basis

Computed properties:
**HOMO energy**: -9.68 eV
**Multiplicity**: 1
**Gap between HOMO and LUMO**: 7.707 eV

Each line ends with the Löwdin charge.
CARTESIAN COORDINATES (ANGSTROEM)
C1 4.9142 -3.7883 -4.9719  -0.215
C2 4.0308 -4.5083 -3.7478  -0.713
I1 3.3220 -2.8773 -2.4722  0.828
C3 2.8319 -5.3470 -4.5198  -0.316
N1 1.4787 -5.2567 -3.8504  -0.455
Cl1 0.7785 -6.8488 -4.0769  0.766
C4 0.5225 -4.3352 -4.5947  -0.344
O1 0.2391 -4.4513 -5.9169  -0.019
O2 -0.2075 -3.2352 -3.8882  -0.033
H1 5.7866 -3.1147 -4.5600  0.076
H2 5.3225 -4.6225 -5.7194  0.095
H3 4.1103 -3.1380 -5.5683  0.087
H4 4.7536 -5.1949 -3.1185  0.092
H5 2.8138 -4.9929 -5.6551  0.135
H6 3.1772 -6.4824 -4.5183  0.119
H7 0.4764 -2.5229 -3.6786  0.037
O3 0.5977 -0.6903 -3.0039  0.031
C5 -0.2949 -0.0153 -2.5032  -0.275
C6 -1.7195 -0.3108 -2.7219  0.091
C7 -2.6667 0.4541 -2.1756  -0.196
O4 -4.0074 0.1805 -2.3748  0.089
C8 -2.3195 1.6305 -1.3319  -0.289
O5 -3.2121 2.3257 -0.8585  0.105
C9 -0.8956 1.9120 -1.0933  0.089
C10 0.0517 1.1451 -1.6367  -0.192
O6 1.3922 1.4019 -1.4147  0.078
H8 -1.9577 -1.1676 -3.3391  0.136
H9 -4.4921 0.8759 -1.8788  0.116
H10 -0.6577 2.7598 -0.4633  0.118
H11 1.8768 0.7102 -1.9156  0.113
O7 5.1193 3.0226 4.1747  0.110
C11 4.0619 3.1295 3.5636  -0.302
C12 4.0143 3.3785 2.1143  0.080
C13 2.8462 3.5065 1.4820  -0.202
O8 2.7942 3.7379 0.1197  0.077
C14 1.5547 3.4061 2.2156  -0.286
O9 0.4974 3.5465 1.6102  0.104
C15 1.6015 3.1331 3.6603  0.070
C16 2.7695 3.0017 4.2922  -0.196
O10 2.8213 2.7424 5.6495  0.057
H12 4.9606 3.4515 1.5939  0.138
H13 1.8384 3.7933 -0.0991  0.103
H14 0.6546 3.0448 4.1780  0.123
H15 3.7771 2.6930 5.8693  0.128
O11 0.3284 -9.3910 -5.1473  0.027
C17 -0.5966 -10.0092 -5.6622  -0.296
C18 -0.5795 -11.4734 -5.8046  0.078
C19 -1.5957 -12.1143 -6.3853  -0.208
O12 -1.5874 -13.4906 -6.5199  0.079
C20 -2.7766 -11.3759 -6.9109  -0.307
O13 -3.6869 -11.9909 -7.4561  0.105
C21 -2.8051 -9.9143 -6.7470  0.078
C22 -1.7905 -9.2735 -6.1633  -0.203
O14 -1.8113 -7.9001 -6.0034  0.074
H16 0.2861 -11.9975 -5.4201  0.137
H17 -2.4303 -13.7136 -6.9718  0.117
H18 -3.6779 -9.3918 -7.1178  0.138
H19 -0.9657 -7.6766 -5.5570  0.034
O15 2.7284 -0.3289 7.0182  0.110
C23 1.8034 -0.9471 6.5033  -0.301
C24 1.8205 -2.4113 6.3609  0.078
C25 0.8043 -3.0523 5.7803  -0.208
O16 0.8126 -4.4285 5.6456  0.080
C26 -0.3766 -2.3138 5.2547  -0.307
O17 -1.2869 -2.9289 4.7094  0.107
C27 -0.4051 -0.8522 5.4185  0.079
C28 0.6095 -0.2114 6.0022  -0.199
O18 0.5887 1.1619 6.1621  0.061
H20 2.6861 -2.9354 6.7454  0.138
H21 -0.0303 -4.6515 5.1937  0.117
H22 -1.2779 -0.3297 5.0477  0.138
H23 1.4343 1.3854 6.6085  0.090
O19 0.3426 5.1784 5.4636  0.100
C29 0.9218 6.0336 6.1241  -0.295
C30 1.1846 7.3840 5.6026  0.080
C31 1.8326 8.2866 6.3415  -0.207
O20 2.0806 9.5584 5.8587  0.081
C32 2.3143 7.9619 7.7122  -0.306
O21 2.9232 8.8065 8.3603  0.108
C33 2.0305 6.6197 8.2431  0.079
C34 1.3794 5.7180 7.5056  -0.204
O22 1.1068 4.4553 7.9988  0.079
H24 0.8309 7.6058 4.6038  0.138
H25 2.5629 10.0212 6.5782  0.117
H26 2.3708 6.4030 9.2479  0.139
H27 0.6298 3.9907 7.2771  0.106
O23 -3.5986 7.9103 -3.7388  0.105
C35 -4.3936 7.1894 -3.1462  -0.306
C36 -5.6533 7.7036 -2.5863  0.076
C37 -6.4893 6.8952 -1.9319  -0.208
O24 -7.6761 7.3712 -1.4055  0.079
C38 -6.1791 5.4516 -1.7421  -0.301
O25 -6.9584 4.7374 -1.1201  0.108
C39 -4.9314 4.9321 -2.3226  0.079
C40 -4.0968 5.7396 -2.9800  -0.205
O26 -2.9234 5.2579 -3.5307  0.077
H28 -5.8652 8.7554 -2.7297  0.137
H29 -8.1026 6.5955 -0.9803  0.117
H30 -4.7270 3.8768 -2.1924  0.117
H31 -2.4942 6.0349 -3.9506  0.115


- Which of these has the lowest multiplicity?
  C40H31ClINO26